No. 1
Formula: C3HN3O2
Source: OMol25
Level of theory: ωB97M-V/def2-TZVPD

The geometry in XYZ format:
```
9
Properties=species:S:1:pos:R:3:forces:R:3:lowdin_charge:R:1
N 3.35499 0.20211 -0.14562 -10.395 -1.094 3.012 0.132
C 2.12373 0.06113 0.16424 7.604 1.203 -3.492 -0.075
C 0.64663 -0.26423 0.09140 -0.131 -1.802 -0.682 -0.146
N 0.40921 -1.57192 -0.09756 -0.944 2.303 1.481 0.112
O -0.94167 -1.76627 -0.03378 0.245 2.474 -0.680 -0.062
N -1.63578 -0.44683 -0.03746 -0.211 -3.543 0.279 0.154
C -0.73430 0.41269 0.05600 3.573 2.481 -0.754 -0.377
O -1.03512 1.77497 -0.10539 -4.544 -3.555 1.976 0.001
H -2.18769 1.59834 0.10816 4.802 1.534 -1.140 0.261
```
Forces are in eV/Å.

**2S+1**: 1
**SMILES string**: N#Cc1nonc1O
**Electronic energy**: -11686.5245 eV

***

No. 2
Formula: C4H8N2O
Source: OMol25
Level of theory: ωB97M-V/def2-TZVPD

The geometry in XYZ format:
```
15
Properties=species:S:1:pos:R:3:forces:R:3:lowdin_charge:R:1
C 1.66202 -0.32295 0.31060 0.022 -0.041 0.037 -0.026
C 0.20979 -0.13439 -0.06754 0.261 0.205 -0.018 -0.433
C -0.24534 1.31018 0.02490 -0.005 -0.059 -0.028 -0.481
N -1.53781 1.56489 -0.33901 0.091 -0.019 0.124 0.164
O 0.52223 2.17644 0.39142 -0.011 0.080 -0.111 0.061
C -0.39995 -1.08000 -1.03844 0.084 0.060 -0.361 -0.113
N -0.80051 -1.10516 0.36472 -0.042 -0.055 0.153 0.055
H 1.96564 -1.37159 0.21238 -0.149 0.124 -0.008 0.083
H 2.29448 0.28023 -0.34635 -0.071 -0.072 0.112 0.090
H 1.85077 0.00438 1.33660 -0.055 -0.010 -0.124 0.087
H -2.18412 0.79197 -0.29917 -0.044 0.082 0.050 0.089
H -1.88366 2.48543 -0.09905 0.050 -0.260 -0.054 0.112
H -1.14017 -0.72746 -1.75701 0.003 -0.066 0.326 0.102
H 0.24185 -1.85661 -1.44774 0.003 0.041 0.240 0.108
H -0.34944 -1.83813 0.91070 -0.137 -0.011 -0.338 0.102
```
Forces are in eV/Å.

**2S+1**: 1
**SMILES string**: C[C@@]1(C(N)=O)CN1
**Electronic energy**: -9305.1376 eV

***

No. 3
Formula: H68O34
Source: OMol25
Level of theory: ωB97M-V/def2-TZVPD

The geometry in XYZ format:
```
102
Properties=species:S:1:pos:R:3:forces:R:3:lowdin_charge:R:1
O 1.63895 0.53570 -5.42542 -0.666 -0.141 -0.512 -0.038
H 2.41272 0.18100 -4.98758 0.428 -0.114 0.304 -0.011
H 1.66971 1.47496 -5.24354 -0.087 0.300 0.128 0.009
O 1.26346 4.53468 -0.58190 0.109 -0.007 -0.176 -0.028
H 0.71947 5.18913 -1.02008 -0.202 0.076 -0.127 0.057
H 1.71585 5.02112 0.10726 0.149 0.258 0.319 0.065
O 2.61411 -2.70310 -2.99228 -0.209 -0.461 0.401 -0.040
H 3.20436 -2.98445 -3.69133 0.259 -0.129 -0.150 0.066
H 2.72956 -1.75391 -2.94820 0.219 0.473 -0.124 0.026
O 0.22045 -2.73977 -1.24576 -0.429 -0.886 -0.134 -0.030
H 0.93355 -2.94739 -1.84959 0.299 -0.266 -0.346 0.010
H 0.48711 -1.91844 -0.83282 0.009 0.918 0.567 0.002
O 2.52925 0.98627 4.32061 -0.114 0.083 0.579 -0.052
H 2.85480 1.78836 3.91207 0.293 0.151 -0.172 -0.008
H 1.92887 0.61443 3.67446 -0.130 -0.326 0.002 -0.028
O -2.67764 2.52480 3.86447 0.008 -0.254 0.434 -0.050
H -2.60817 3.45331 3.64245 0.060 0.335 -0.099 0.021
H -3.29623 2.17087 3.22548 -0.331 -0.205 -0.495 -0.004
O 1.28965 3.31322 -4.05480 -0.094 -0.221 -0.046 -0.021
H 2.12333 3.78301 -4.07767 0.316 0.113 0.115 0.067
H 0.70569 3.83366 -4.60648 -0.214 0.216 -0.175 0.058
O -3.28456 -3.06721 -1.68642 -0.587 0.551 -0.175 -0.041
H -2.55330 -2.88456 -2.27644 0.298 0.024 -0.293 0.042
H -3.02932 -3.86818 -1.22868 0.154 -0.375 0.362 0.015
O -0.69617 1.81677 5.51597 0.263 -0.363 0.601 -0.058
H -1.18699 1.84286 4.69461 -0.616 0.375 -0.365 -0.030
H 0.21213 1.97359 5.25786 0.503 -0.139 -0.026 0.017
O -1.60951 -4.60785 -0.09562 -0.026 -0.163 -0.465 -0.050
H -1.33825 -5.37525 -0.59935 0.058 -0.485 0.079 0.081
H -1.06788 -3.89488 -0.43408 0.575 0.749 -0.374 0.009
O -4.25804 1.50346 -1.05572 -0.327 -0.212 -0.092 -0.031
H -3.82713 2.31192 -1.33306 0.546 0.263 0.058 0.020
H -4.79314 1.24689 -1.80677 -0.467 -0.126 -0.150 0.080
O -3.60312 -0.81104 3.47532 -0.166 0.294 -0.251 -0.029
H -3.30408 -1.71888 3.42397 0.292 -0.604 0.048 0.013
H -4.45217 -0.86251 3.91428 -0.156 0.153 0.228 0.064
O -1.74386 4.61248 2.17739 -0.447 0.632 -0.368 -0.057
H -1.23771 3.80077 2.14328 0.551 -0.841 0.145 -0.008
H -1.15523 5.24525 2.58891 0.130 0.143 0.174 0.043
O 2.07321 2.17461 0.52584 0.846 0.183 0.005 -0.043
H 1.96353 1.43474 -0.07148 -0.297 -0.570 0.014 0.041
H 1.70474 2.92112 0.05342 -0.293 0.388 -0.568 0.000
O 3.68403 -0.09489 -3.80825 0.042 -0.489 -0.298 -0.030
H 4.55723 -0.19075 -4.18849 0.249 -0.212 -0.199 0.079
H 3.82202 0.42959 -3.01949 -0.054 0.520 0.719 0.014
O 0.59503 -2.90519 -4.96679 0.106 -0.432 -0.448 -0.049
H 0.16141 -2.07197 -4.78253 -0.517 -0.200 0.039 -0.028
H 1.23946 -3.00060 -4.26546 0.120 -0.011 0.276 -0.026
O 0.98473 -5.81523 0.70066 -0.036 -0.141 0.095 -0.040
H 0.72968 -5.03659 0.20577 -0.099 0.351 -0.055 -0.009
H 1.74630 -6.15804 0.23298 0.257 -0.170 -0.027 0.034
O -1.53766 0.07251 1.77997 0.884 -0.037 0.458 -0.049
H -2.15565 -0.07791 1.06463 -0.529 -0.044 -0.717 0.018
H -1.99364 -0.24110 2.56097 -0.531 0.120 0.533 0.022
O -4.46984 1.71723 1.76264 -0.091 0.231 0.441 -0.034
H -4.75795 0.80931 1.85702 0.026 -0.334 0.106 0.036
H -4.42770 1.85856 0.81687 -0.035 -0.055 -0.347 0.000
O 0.10901 1.47091 -2.15777 0.091 -0.384 -0.048 -0.027
H -0.73659 1.83764 -1.89949 -0.517 0.237 0.079 0.022
H 0.43605 2.07077 -2.82818 0.363 0.280 -0.326 0.006
O -0.45837 -1.27303 5.38655 -0.179 -0.652 0.293 -0.054
H -0.85754 -0.43415 5.61716 0.040 0.665 0.196 0.010
H -0.38760 -1.25086 4.43224 0.211 0.146 -0.022 -0.028
O 0.21419 2.31050 2.44691 -0.426 0.793 0.571 -0.034
H 0.82903 2.39297 1.71794 0.400 -0.359 -0.185 -0.014
H -0.13972 1.42506 2.36336 -0.535 -0.158 -0.173 0.001
O 4.12476 2.45863 2.48852 0.381 0.543 0.155 -0.042
H 3.51901 2.61737 1.76457 -0.402 -0.168 -0.340 -0.009
H 4.76582 1.84235 2.13431 0.145 -0.246 0.139 0.038
O -1.76803 1.97639 -5.49082 -0.446 0.955 -0.005 -0.043
H -1.05309 2.61062 -5.43740 0.067 0.071 -0.136 0.003
H -1.40549 1.17391 -5.11555 0.223 -0.877 -0.133 -0.029
O -2.21361 3.19174 -1.95734 -0.015 -0.068 0.057 -0.019
H -2.88792 3.52179 -2.55115 -0.022 0.151 -0.593 0.068
H -1.93879 3.95937 -1.45590 0.089 0.249 0.424 0.068
O -1.94410 -3.18982 3.73848 -0.080 0.155 -0.231 -0.031
H -2.03646 -3.54366 4.62307 0.077 0.119 0.506 0.084
H -1.12976 -3.57175 3.41104 0.399 -0.077 -0.024 0.070
O 4.28185 -4.03775 1.51467 0.276 -0.399 -0.039 -0.056
H 3.84875 -4.31814 0.70842 -0.098 -0.052 -0.144 0.012
H 3.69057 -3.38546 1.89036 -0.036 0.496 0.127 0.001
O 1.03443 -1.00181 2.85909 0.173 0.073 0.039 -0.020
H 0.86597 -1.94214 2.79884 0.215 -0.282 -0.038 0.061
H 0.26210 -0.59404 2.46735 -0.458 0.096 -0.530 -0.003
O 4.66014 1.55829 -1.80718 -0.095 -0.243 -0.098 -0.027
H 5.32915 1.73976 -2.46728 0.412 0.129 -0.085 0.054
H 4.50551 2.40269 -1.38374 -0.214 0.223 0.300 0.053
O -0.87521 -0.51957 -4.68747 -0.799 -0.113 0.041 -0.036
H 0.06916 -0.44071 -4.82228 0.803 0.863 -0.373 0.002
H -1.02014 -0.18429 -3.80271 0.061 -0.138 0.667 0.043
O 3.85163 -1.11328 1.85331 0.096 -0.152 -0.119 -0.032
H 3.12988 -0.51286 1.66677 -0.506 0.132 0.256 0.006
H 4.60116 -0.73863 1.39062 0.287 -0.115 -0.096 0.035
O -3.12638 -4.85731 1.95853 -0.901 -0.409 0.275 -0.076
H -2.65346 -4.33990 2.61035 -0.213 0.135 0.214 -0.043
H -2.78039 -4.55821 1.11766 0.147 -0.183 -0.116 -0.037
O 0.44570 -0.21792 -0.10705 0.961 -0.502 0.095 -0.049
H 0.29921 0.27560 -0.91402 -0.092 0.256 -0.571 -0.011
H -0.42494 -0.30854 0.28025 -0.341 -0.020 0.378 0.000
O -2.46908 -0.57650 -0.75796 0.642 0.369 0.268 -0.035
H -3.08703 0.04339 -1.14539 -0.288 0.525 0.091 0.008
H -2.92884 -1.41590 -0.77478 -0.190 -0.950 -0.202 0.021
```
Forces are in eV/Å.

**2S+1**: 1
**Electronic energy**: -70722.0552 eV

***

No. 4
Formula: C4H7NO
Source: OMol25
Level of theory: ωB97M-V/def2-TZVPD

The geometry in XYZ format:
```
13
Properties=species:S:1:pos:R:3:forces:R:3:lowdin_charge:R:1
C 1.86021 0.34176 -0.38766 -0.115 0.120 0.147 -0.130
N 0.44381 0.26064 -0.66812 0.862 0.430 -1.089 -0.020
C -1.07895 0.92387 0.67385 0.911 -0.974 0.931 0.138
C -0.40033 -0.45722 0.13762 -0.806 1.473 1.371 -0.419
C -1.54049 -1.21808 -0.45593 -0.361 -0.248 0.101 -0.245
O -2.10999 -2.09735 0.14362 0.233 0.252 -0.433 0.052
H 2.21858 1.28829 -0.80034 0.076 -0.090 0.205 0.073
H 2.43594 -0.44793 -0.90922 -0.491 0.077 0.089 0.089
H 2.10659 0.27344 0.67863 -0.012 0.006 -0.009 0.078
H -1.05908 0.98540 1.76842 0.357 -0.093 -0.223 0.048
H -1.06315 1.92797 0.24568 -0.193 -0.802 -0.852 0.055
H 0.06941 -0.97462 0.99931 -0.408 0.063 -0.225 0.149
H -1.88256 -0.80618 -1.42586 -0.052 -0.213 -0.012 0.132
```
Forces are in eV/Å.

**2S+1**: 1
**Electronic energy**: -7794.3397 eV

***

No. 5
Formula: C5H10O2
Source: OMol25
Level of theory: ωB97M-V/def2-TZVPD

The geometry in XYZ format:
```
17
Properties=species:S:1:pos:R:3:forces:R:3:lowdin_charge:R:1
C 1.10010 -2.21941 -1.84384 -0.629 -0.300 0.466 0.007
C 1.43076 -1.09289 -1.21287 0.407 -0.045 -0.280 -0.108
C 0.58902 -0.37502 -0.24391 -0.128 -0.205 -0.421 -0.364
O 1.14372 0.78692 0.21046 -0.151 -0.049 -0.107 0.037
C -0.53686 -0.88041 0.26044 -0.719 0.771 0.096 -0.102
C -1.37730 -0.20785 1.31993 -0.905 -0.144 -1.219 -0.087
H 0.05946 -2.49819 -1.95902 -0.099 -0.195 0.465 0.052
H 1.79023 -3.02572 -2.05258 0.419 0.574 -0.937 0.057
H 2.42765 -0.69179 -1.37354 0.206 -0.227 0.692 0.106
H 0.47642 1.21263 0.76830 0.305 0.265 0.054 0.060
H -1.02741 -1.72792 -0.19277 0.514 -0.364 0.015 0.096
H -1.25354 -0.68791 2.28226 0.086 0.354 0.396 0.078
H -1.36030 0.88323 1.32026 0.709 0.058 0.533 0.056
H -2.42228 -0.34334 1.01341 0.005 -0.378 0.262 0.075
O -0.31976 3.51806 0.94214 -0.210 -0.237 0.013 -0.050
H 0.33324 3.99647 0.42459 0.064 0.001 -0.071 0.045
H -1.05314 3.35314 0.33673 0.125 0.121 0.044 0.044
```
Forces are in eV/Å.

**2S+1**: 1
**SMILES string**: C=C/C(O)=C/C.O
**Electronic energy**: -9440.3620 eV